Entry 1:
DFT (ωB97M-V/def2-TZVPD) results for 13 unconnected molecules or ions with the total composition C42H100Cl10O16 at a distorted geometry.

Cartesian coordinates (Å):
1 Cl 0.86 0.42 6.39
2 Cl 2.42 4.30 -2.79
3 Cl -3.94 -0.49 -2.69
4 Cl -1.88 3.90 -3.50
5 Cl 3.09 0.51 -1.64
6 Cl 2.90 -2.32 -3.42
7 Cl -4.97 1.42 -5.19
8 Cl -2.36 0.47 5.52
9 Cl -3.31 -3.61 1.45
10 Cl -6.87 -1.73 -0.43
11 O -1.21 -0.95 -1.03
12 O -4.12 2.03 2.12
13 O 0.42 -7.97 3.73
14 O -6.01 4.15 0.38
15 O 2.58 10.31 -2.59
16 O -0.01 -4.83 3.83
17 O 0.82 1.97 -5.83
18 O 0.52 7.50 -1.70
19 O 4.79 -5.80 4.22
20 O 3.52 -0.43 2.41
21 O -0.25 -0.76 -5.36
22 O -1.41 1.97 0.34
23 O 1.00 -6.10 -3.50
24 O 3.64 -4.05 1.65
25 O -0.99 -6.21 -0.92
26 O 2.65 3.02 2.06
27 C -0.04 1.93 6.40
28 C 3.55 0.81 1.71
29 C 1.79 -5.56 -2.47
30 C -1.67 -0.36 0.24
31 C -6.32 3.19 1.41
32 C -0.91 -1.83 -4.75
33 C -5.62 -2.89 -0.06
34 C -4.03 2.40 3.45
35 C -0.83 0.80 0.83
36 C 4.82 -4.74 1.87
37 C 3.15 3.75 0.94
38 C -4.71 -2.40 1.11
39 C -0.25 7.27 -0.54
40 C -0.43 1.56 -6.27
41 C -0.88 -6.82 -2.14
42 C 1.17 -6.95 4.29
43 C 2.38 11.68 -2.82
44 C -0.10 -1.82 -0.82
45 C -5.11 5.20 0.72
46 C 0.61 -9.15 4.40
47 C 0.73 3.66 -2.63
48 C 4.94 -5.47 5.57
49 C -5.36 1.88 1.48
50 C -0.36 -5.90 -3.26
51 C 2.51 -0.87 3.23
52 C 1.78 8.21 -1.56
53 C -0.92 3.16 0.94
54 C 0.13 -3.48 3.43
55 C 5.23 -4.78 3.40
56 C -5.03 1.94 -3.44
57 C 3.02 -0.71 -4.20
58 C -0.94 -7.02 0.25
59 C 3.34 -3.99 0.31
60 C -0.19 4.62 -3.44
61 C -1.19 1.85 5.35
62 C 3.43 1.98 2.61
63 C 1.76 2.54 -6.78
64 C -3.87 1.27 -2.72
65 C 1.13 -5.62 3.50
66 C 2.37 0.40 -3.36
67 C -0.99 0.47 -5.29
68 C 1.55 9.72 -1.84
69 H 4.73 -5.80 1.66
70 H 5.79 -4.86 5.86
71 H 2.36 4.46 0.69
72 H 1.29 0.27 -3.31
73 H 2.81 -1.88 3.51
74 H -6.52 3.67 2.36
75 H 1.55 10.31 -0.93
76 H 1.54 11.85 -3.50
77 H -4.32 -1.41 0.87
78 H 0.19 0.67 0.48
79 H -0.96 0.87 -4.28
80 H 0.62 2.78 6.23
81 H 1.53 -0.85 2.74
82 H -5.74 0.92 1.83
83 H -4.24 5.09 0.08
84 H -4.74 5.03 1.73
85 H 0.40 -3.30 2.39
86 H -0.65 -2.03 -3.71
87 H -7.35 2.87 1.22
88 H -0.97 -6.03 -4.16
89 H -0.93 0.74 1.91
90 H 5.61 -4.31 1.26
91 H 5.03 -6.40 6.13
92 H 2.57 1.38 -3.78
93 H 4.18 -3.61 -0.27
94 H -3.79 1.74 -1.74
95 H 2.09 -5.11 3.46
96 H 1.09 -6.89 5.38
97 H -4.48 3.37 3.70
98 H -1.51 3.93 0.45
99 H 0.23 4.73 -4.43
100 H 2.55 7.82 -2.23
101 H 1.55 3.59 -6.99
102 H -0.62 1.20 -7.29
103 H -1.59 -7.85 0.00
104 H 0.34 6.80 0.25
105 H -5.07 -3.10 -0.98
106 H -1.98 -1.14 0.94
107 H 2.74 2.48 -6.30
108 H -0.83 2.04 4.34
109 H -1.13 3.18 2.01
110 H -0.25 2.06 7.46
111 H -1.08 2.43 -6.17
112 H -1.99 -1.88 -4.73
113 H -0.31 -2.66 -1.49
114 H -1.31 -6.37 1.05
115 H -0.05 -2.18 0.21
116 H -2.06 0.38 -5.48
117 H 4.03 -0.58 -4.59
118 H -1.03 6.56 -0.83
119 H -2.94 1.49 -3.26
120 H -5.17 1.60 0.45
121 H -0.33 5.58 -2.94
122 H -2.98 2.53 3.72
123 H -0.12 -9.89 4.06
124 H -5.52 6.18 0.48
125 H -0.17 -7.65 -2.11
126 H 4.10 -4.91 5.98
127 H 1.65 -4.48 -2.61
128 H 6.30 -5.00 3.42
129 H 2.28 12.22 -1.88
130 H 5.00 -3.80 3.80
131 H 2.31 -0.76 -5.03
132 H -1.81 2.72 5.60
133 H 3.39 3.06 0.12
134 H 4.39 2.40 2.90
135 H 1.77 2.04 -7.74
136 H -1.88 -7.15 -2.41
137 H -5.92 1.64 -2.89
138 H 0.34 3.58 -1.61
139 H 0.03 -7.44 0.52
140 H 1.02 -5.88 2.45
141 H -2.64 0.08 0.01
142 H -5.27 -2.24 2.03
143 H -6.10 -3.77 0.37
144 H 0.77 -1.31 -1.24
145 H 2.15 8.16 -0.53
146 H 0.75 -9.12 5.48
147 H 2.30 -0.23 4.09
148 H 0.16 3.27 0.84
149 H 0.58 9.97 -2.26
150 H 3.03 -5.00 0.02
151 H -0.51 -4.84 -3.07
152 H 1.55 -5.72 -1.42
153 H 2.62 -3.20 0.07
154 H 4.54 0.85 1.27
155 H 1.55 -9.57 4.05
156 H 0.72 2.61 -2.91
157 H 2.90 1.76 3.54
158 H -0.87 -3.06 3.54
159 H -0.73 8.13 -0.07
160 H 0.86 -2.88 3.97
161 H -5.04 3.03 -3.40
162 H -4.44 1.66 4.13
163 H 3.20 12.20 -3.32
164 H 2.74 0.81 0.97
165 H 2.84 -5.74 -2.68
166 H 2.20 -7.29 4.21
167 H -0.52 -2.61 -5.40
168 H 4.08 4.30 1.06

## Properties
- HOMO-LUMO gap (spin up / spin down): 1.5 / 9.2 eV
- <S²>: 0.751
- 2S+1: 2
- Molecular weight: 1215.776 g mol⁻¹
- Total charge: -1

---

Entry 2:
DFT (ωB97M-V/def2-TZVPD) results for a molecular structure, C17H15BClCrF4N4O2S.

Cartesian coordinates (Å):
1 Cr -0.18 2.02 0.97
2 Cl 1.87 4.72 -1.76
3 S -1.67 -1.13 -0.10
4 F -0.45 2.43 4.65
5 F -1.47 2.18 2.58
6 F -1.41 0.42 4.10
7 F 0.49 1.12 2.98
8 O -2.83 -0.65 0.62
9 O -1.84 -1.53 -1.47
10 N -0.56 0.03 0.06
11 N 1.30 1.18 -0.33
12 N 0.68 -5.68 2.92
13 N 1.13 -1.02 -1.27
14 C 0.51 3.24 -3.54
15 C -1.61 2.74 -1.85
16 C 0.49 3.75 -2.26
17 C 3.10 0.32 -1.59
18 C 2.52 1.32 -0.83
19 C -0.52 3.92 0.06
20 C -0.94 -2.44 2.18
21 C -0.39 -3.50 2.88
22 C 2.35 -0.84 -1.77
23 C 0.63 0.00 -0.56
24 C 0.02 -4.66 0.81
25 C -1.01 -2.50 0.79
26 C -0.55 3.52 -1.35
27 C -0.52 -3.60 0.11
28 C -1.61 2.22 -3.13
29 C 0.09 -4.62 2.21
30 C -0.55 2.46 -3.99
31 B -0.72 1.52 3.66
32 H 3.01 2.26 -0.64
33 H 4.09 0.42 -2.01
34 H -0.53 2.04 -4.99
35 H -1.32 -1.57 2.71
36 H -0.33 -3.45 3.96
37 H 0.40 -5.53 0.28
38 H 0.37 -5.74 3.87
39 H 2.75 -1.66 -2.35
40 H -0.57 -3.61 -0.97
41 H 0.19 4.72 0.28
42 H -1.51 4.19 0.43
43 H -2.44 1.59 -3.44
44 H 1.35 3.45 -4.19
45 H -2.44 2.52 -1.18
46 H 0.63 -6.57 2.45

## Properties
- HOMO-LUMO gap (spin up / spin down): 7.3 / 7.6 eV
- Energy above the lowest of the compared OMol25 structures with the same formula, charge and spin: 0.195 eV
- <S²>: 6.024
- 2S+1: 5
- Molecular weight: 513.653 g mol⁻¹
- Total charge: -1

---

- molecular weight of number 1 (C42H100Cl10O16)?
  1215.776 g mol⁻¹

---

- Which of these has the highest <S²>?
  C17H15BClCrF4N4O2S